Molecular formula: C23H28N2O6
Method: DFT, the ωB97M-V functional and the def2-TZVPD basis

```
! RIJCOSX wB97M-V def2-TZVPD def2/J DEFGRID3
* xyz 0 1
C -1.917 -3.569 -1.332
H -1.164 -4.364 -1.328
O -1.400 -2.375 -1.871
C -0.378 -1.767 -1.210
C 0.172 -2.201 -0.018
C 1.174 -1.473 0.613
C 1.698 -0.327 0.042
C 1.162 0.092 -1.178
C 0.125 -0.584 -1.794
O -0.489 -0.180 -2.940
C -0.116 1.060 -3.493
H 0.912 1.037 -3.873
H -0.218 1.874 -2.768
H -0.799 1.226 -4.325
H 1.534 0.993 -1.633
C 2.697 0.582 0.743
C 3.885 0.935 -0.170
C 4.761 -0.281 -0.449
C 5.335 -0.825 0.853
C 4.197 -1.208 1.789
C 3.275 -0.014 2.037
H 2.472 -0.292 2.722
H 3.863 0.766 2.530
H 3.641 -2.031 1.339
H 4.597 -1.555 2.745
H 5.963 -1.695 0.654
H 5.960 -0.060 1.322
H 5.569 -0.001 -1.128
H 4.161 -1.053 -0.936
H 3.529 1.353 -1.111
H 4.484 1.703 0.326
C 1.942 1.905 1.084
N 0.522 1.722 1.265
C -0.358 2.136 0.327
O -0.066 2.919 -0.560
C -1.751 1.612 0.451
C -2.056 0.354 0.937
C -3.371 -0.101 0.952
C -4.426 0.702 0.467
C -4.094 1.964 -0.038
C -2.788 2.400 -0.051
H -2.541 3.368 -0.459
H -4.865 2.605 -0.432
O -5.664 0.200 0.490
C -6.732 0.943 -0.051
H -7.610 0.312 0.073
H -6.881 1.881 0.492
H -6.578 1.150 -1.114
N -3.613 -1.419 1.461
O -4.736 -1.734 1.784
O -2.649 -2.162 1.549
H -1.292 -0.326 1.286
H 0.232 1.031 1.938
H 2.044 2.618 0.263
H 2.365 2.354 1.988
H 1.514 -1.833 1.570
H -0.202 -3.087 0.466
H -2.289 -3.423 -0.313
H -2.740 -3.854 -1.985
*
```

HOMO level, eV: -7.88
LUMO, eV: -0.4
DFT total energy, eV: -39567.86326
Energy relative to the best compared isomer or geometry (same formula, charge and spin), kJ/mol: 277.9
Frontier orbital gap, eV: 7.52

Results of the natural (NBO) charge analysis, in e, for atoms 1 through 8: -0.260, 0.172, -0.484, 0.262, -0.303, -0.205, -0.054, -0.268


Molecular formula: C23H28N3O3S
Method: DFT, the ωB97M-V functional and the def2-TZVPD basis

```
! RIJCOSX wB97M-V def2-TZVPD def2/J DEFGRID3
* xyz 1 1
C -6.836 -1.279 -0.251
H -6.513 -1.216 -1.288
H -7.919 -1.361 -0.230
H -6.410 -2.178 0.187
C -6.386 -0.039 0.526
C -4.891 0.074 0.506
C -4.260 0.808 -0.487
C -2.880 0.852 -0.503
C -2.104 0.178 0.464
C -2.747 -0.558 1.455
C -4.123 -0.602 1.461
H -4.630 -1.171 2.225
H -2.158 -1.079 2.192
N -0.756 0.336 0.325
C -0.465 1.051 -0.694
N 0.834 1.351 -1.062
C 1.855 0.456 -0.880
O 3.019 0.874 -0.765
C 1.542 -0.967 -0.868
C 2.352 -1.812 -0.109
C 2.120 -3.175 -0.081
C 1.054 -3.712 -0.825
C 0.294 -2.870 -1.636
C 0.530 -1.516 -1.661
H -0.054 -0.889 -2.316
H -0.486 -3.313 -2.234
O 0.741 -5.026 -0.790
C 1.384 -5.755 0.240
C 2.849 -5.338 0.348
H 3.356 -5.876 1.149
O 2.943 -3.963 0.666
H 3.355 -5.532 -0.607
H 1.287 -6.809 -0.022
H 0.878 -5.564 1.194
H 3.167 -1.412 0.472
C 1.127 2.703 -1.508
H 2.121 2.685 -1.962
H 0.405 2.967 -2.286
C 1.038 3.745 -0.385
H 1.346 4.710 -0.787
C 1.837 3.386 0.868
N 3.250 3.038 0.606
C 4.013 4.135 0.002
H 5.040 3.816 -0.163
H 4.015 5.002 0.662
H 3.586 4.419 -0.956
C 3.905 2.570 1.835
H 4.919 2.247 1.609
H 3.360 1.724 2.249
H 3.942 3.368 2.576
H 3.229 2.174 -0.078
H 1.372 2.520 1.347
H 1.802 4.225 1.568
H -0.005 3.842 -0.077
S -1.836 1.688 -1.620
H -4.835 1.333 -1.234
H -6.833 0.849 0.076
H -6.737 -0.115 1.557
*
```

HOMO level, eV: -10.60
LUMO, eV: -2.5
DFT total energy, eV: -45748.67778
Energy relative to the best compared isomer or geometry (same formula, charge and spin), kJ/mol: 0.0
Frontier orbital gap, eV: 8.12

Results of the natural (NBO) charge analysis, in e, for atoms 1 through 8: -0.592, 0.206, 0.218, 0.207, -0.422, 0.027, -0.219, -0.226


Molecular formula: C23H28N4O3
Method: DFT, the ωB97M-V functional and the def2-TZVPD basis

```
! RIJCOSX wB97M-V def2-TZVPD def2/J DEFGRID3
* xyz 0 1
C -3.441 -4.446 1.254
O -2.192 -4.801 0.719
C -1.406 -3.713 0.293
C -1.933 -3.033 -0.977
H -2.853 -2.485 -0.765
H -2.147 -3.802 -1.720
C -0.907 -2.059 -1.558
N -0.632 -0.982 -0.638
C -1.509 0.012 -0.391
N -2.706 0.159 -0.976
C -3.400 1.202 -0.599
C -4.682 1.419 -1.177
C -5.448 2.481 -0.824
C -4.962 3.395 0.141
C -3.743 3.186 0.690
N -2.960 2.124 0.347
C -1.682 2.022 1.008
O -1.359 2.867 1.818
C -0.959 0.878 0.575
C 0.306 0.354 0.907
C 0.485 -0.789 0.154
C 1.663 -1.677 0.111
O 1.703 -2.735 -0.497
N 2.715 -1.220 0.833
H 2.688 -0.278 1.187
C 4.027 -1.814 0.736
H 4.533 -1.673 1.694
H 3.892 -2.881 0.547
C 4.854 -1.178 -0.398
C 4.761 0.326 -0.347
C 5.455 1.044 0.526
C 5.367 2.534 0.656
C 4.668 3.167 -0.545
C 3.413 2.373 -0.890
C 3.804 0.962 -1.319
H 2.912 0.338 -1.423
H 4.284 0.998 -2.303
H 2.859 2.865 -1.691
H 2.760 2.327 -0.015
H 4.415 4.205 -0.324
H 5.342 3.158 -1.404
H 6.371 2.950 0.770
H 4.817 2.775 1.573
H 6.129 0.552 1.216
H 5.889 -1.506 -0.293
H 4.472 -1.536 -1.354
H 0.967 0.781 1.634
H -3.299 3.835 1.432
H -5.551 4.246 0.439
H -6.418 2.638 -1.269
H -4.999 0.691 -1.907
H -1.311 -1.617 -2.473
H 0.028 -2.578 -1.768
H -1.318 -2.974 1.105
H -0.416 -4.133 0.096
H -3.865 -5.355 1.677
H -4.123 -4.058 0.488
H -3.334 -3.693 2.045
*
```

HOMO level, eV: -7.78
LUMO, eV: -0.1
DFT total energy, eV: -36409.32212
Energy relative to the best compared isomer or geometry (same formula, charge and spin), kJ/mol: 192.9
Frontier orbital gap, eV: 7.66

Results of the natural (NBO) charge analysis, in e, for atoms 1 through 8: -0.250, -0.533, -0.068, -0.439, 0.212, 0.217, -0.230, -0.315


Molecular formula: C23H28N4O3
Method: DFT, the ωB97M-V functional and the def2-TZVPD basis

```
! RIJCOSX wB97M-V def2-TZVPD def2/J DEFGRID3
* xyz 0 1
C 4.656 5.707 -1.801
H 5.654 6.135 -1.761
H 3.930 6.501 -1.652
H 4.516 5.279 -2.791
C 4.513 4.659 -0.702
N 3.130 4.285 -0.450
C 2.450 3.709 -1.588
H 1.383 3.660 -1.352
C 2.917 2.309 -2.065
N 2.157 1.230 -1.481
C 2.668 0.379 -0.562
O 3.824 0.420 -0.189
C 1.690 -0.613 -0.016
C 0.733 -1.218 -0.815
C -0.133 -2.160 -0.263
C -0.046 -2.478 1.096
C 0.924 -1.864 1.888
C 1.791 -0.949 1.336
H 2.560 -0.478 1.928
H 0.973 -2.133 2.932
C -0.980 -3.445 1.682
O -0.989 -3.749 2.855
N -1.888 -4.007 0.794
C -1.975 -3.728 -0.556
O -2.763 -4.263 -1.299
N -1.079 -2.799 -1.026
H -1.148 -2.595 -2.013
C -2.912 -4.878 1.355
H -3.328 -5.457 0.530
H -2.435 -5.537 2.083
C -4.008 -4.043 2.036
C -4.515 -3.000 1.082
C -5.518 -3.299 0.170
C -5.921 -2.362 -0.765
C -5.319 -1.116 -0.803
C -4.320 -0.807 0.104
C -3.923 -1.744 1.041
H -3.144 -1.497 1.750
H -3.848 0.165 0.082
H -5.629 -0.386 -1.537
H -6.701 -2.607 -1.470
H -5.982 -4.274 0.189
H -3.587 -3.572 2.926
H -4.812 -4.715 2.341
H 0.668 -0.999 -1.871
H 1.170 1.204 -1.682
H 2.824 2.249 -3.154
H 3.959 2.141 -1.791
H 2.562 4.409 -2.417
C 3.007 3.530 0.790
C 1.560 3.347 1.234
H 1.029 4.293 1.168
H 1.542 3.008 2.267
H 1.039 2.605 0.633
H 3.511 2.553 0.733
H 3.523 4.115 1.558
H 4.890 5.091 0.230
H 5.148 3.788 -0.936
*
```

HOMO level, eV: -8.40
LUMO, eV: -0.1
DFT total energy, eV: -36410.85177
Energy relative to the best compared isomer or geometry (same formula, charge and spin), kJ/mol: 45.3
Frontier orbital gap, eV: 8.28

Results of the natural (NBO) charge analysis, in e, for atoms 1 through 8: -0.619, 0.216, 0.214, 0.197, -0.210, -0.447, -0.227, 0.196